Density functional theory data (wB97M-V/def2-TZVPD) for a structure of composition C17H11F10GaN3O.

Last column: Löwdin charge in e.
Element x y z (Å)
C (1.365, -0.841, -1.920)  -0.233
H (0.973, -0.228, -2.736)  0.096
F (4.796, 2.834, 1.416)  0.109
C (-1.434, 0.759, -1.916)  -0.233
N (-0.839, -1.451, -0.758)  -0.248
C (-0.129, 4.904, 0.265)  -0.150
C (2.751, 0.839, -0.883)  -0.159
F (-0.543, 2.963, 1.459)  0.122
C (-0.435, 3.564, 0.283)  -0.163
H (0.010, -2.370, -2.487)  0.128
C (-0.556, 3.546, -2.069)  -0.134
C (-0.662, 2.801, -0.886)  -0.160
C (0.335, -1.897, -1.550)  -0.163
C (4.314, 2.345, 0.265)  -0.150
H (0.832, -2.659, -0.950)  0.125
F (5.866, 3.668, -0.955)  0.095
C (3.342, 1.305, -2.068)  -0.134
H (-1.880, -3.271, -0.884)  0.096
O (-0.053, -0.079, 2.027)  -0.556
F (-0.186, 5.531, -3.277)  0.099
C (4.369, 2.233, -2.096)  -0.160
Ga (0.043, 0.084, 0.292)  0.300
H (-2.726, -0.615, -0.927)  0.126
H (-0.716, 0.726, -2.741)  0.096
N (1.742, -0.071, -0.745)  -0.006
F (0.248, 6.908, -0.955)  0.095
C (-0.036, 5.596, -0.933)  -0.160
H (2.207, -1.399, -2.346)  0.127
H (-2.344, 1.207, -2.332)  0.127
H (-2.290, -2.228, 0.518)  0.097
C (-1.487, -2.590, -0.120)  -0.059
C (-0.260, 4.898, -2.096)  -0.160
F (2.838, 1.019, 1.462)  0.122
C (-1.825, -0.662, -1.539)  -0.163
H (-2.081, -1.182, -2.473)  0.128
N (-0.945, 1.472, -0.747)  -0.006
F (-0.737, 2.966, -3.283)  0.062
H (-0.765, -3.101, 0.511)  0.097
F (4.878, 2.612, -3.278)  0.099
F (2.928, 0.862, -3.282)  0.062
C (3.303, 1.414, 0.285)  -0.162
C (4.867, 2.771, -0.933)  -0.160
F (0.060, 5.562, 1.416)  0.109

Its net charge is -1. As for the total energy: -103875.605 eV. The value obtained for the HOMO energy is -3.844 eV. Its spin multiplicity is 1. For the orbital gap, the calculation gives 6.5069 eV.

Density functional theory data (wB97M-V/def2-TZVPD) for a structure of composition C17H11F5KO3.

Last column: Löwdin charge in e.
Element x y z (Å)
H (-0.461, 3.614, 3.455)  0.089
H (-1.788, -1.836, -1.668)  0.128
H (-2.596, 1.391, 2.765)  0.096
F (-4.841, -3.115, 0.674)  0.053
O (4.010, -1.711, -2.562)  0.106
F (-3.152, -3.757, -0.863)  0.036
O (-0.296, -1.467, -4.362)  0.101
C (-3.412, -3.200, 0.460)  -0.310
H (-3.625, -1.172, 2.725)  0.113
C (0.508, 2.979, 3.362)  0.102
F (-2.742, -3.984, 1.474)  0.047
O (2.063, -1.456, -4.004)  0.087
H (2.277, 0.067, 2.617)  0.145
C (-0.541, 0.871, -1.964)  -0.261
K (4.284, 2.262, 3.075)  1.054
C (-3.041, -0.796, 1.811)  0.028
C (1.632, 0.811, 0.590)  -0.188
H (1.038, 1.786, 0.350)  0.108
C (0.715, -1.055, -3.689)  -0.243
C (2.660, 0.561, -0.629)  -0.114
C (-1.968, -1.182, -0.721)  0.087
H (3.447, 1.427, 1.954)  -0.084
C (1.391, 2.145, 2.826)  -0.134
C (0.696, -0.044, -2.425)  0.086
C (-1.379, 0.294, -0.715)  -0.063
C (-2.454, 0.696, 1.847)  -0.034
H (0.943, -0.104, 0.709)  0.133
H (3.238, 1.522, -0.956)  0.146
H (-1.240, 2.278, 0.544)  0.100
C (2.347, 1.069, 2.026)  -0.271
C (2.033, -0.183, -1.907)  -0.005
C (-2.803, -1.689, 0.528)  -0.039
C (2.866, -1.220, -2.804)  -0.236
F (-0.160, 2.276, -1.797)  0.010
C (-1.665, 1.194, 0.582)  -0.022
H (3.492, -0.150, -0.214)  0.131
F (-1.477, 0.878, -3.094)  0.017

Its net charge is +1. As for the total energy: -53843.271 eV. The value obtained for the HOMO energy is -11.925 eV. Its spin multiplicity is 1. For the orbital gap, the calculation gives 7.7001 eV.

Density functional theory data (wB97M-V/def2-TZVPD) for a structure of composition C17H12BaClN2O3S3.

Last column: Löwdin charge in e.
Element x y z (Å)
H (5.212, 2.436, 1.759)  0.107
Ba (-0.220, -1.207, 0.049)  1.779
C (3.859, -0.900, 0.369)  -0.078
C (4.842, 1.503, 1.356)  -0.081
C (-5.328, -0.478, 0.071)  -0.099
O (1.522, -1.082, -1.359)  -0.857
C (5.335, 0.297, 1.835)  -0.080
C (3.363, 0.308, -0.089)  -0.408
O (0.838, 0.504, 1.331)  -0.269
H (0.182, 0.000, 4.101)  0.086
C (1.031, -0.387, 2.182)  -0.853
C (-7.669, -0.222, -0.568)  -0.203
H (1.789, -0.755, 4.167)  0.073
S (-2.919, -0.815, 1.190)  0.333
C (-6.282, -0.187, -0.893)  -0.215
S (2.089, 0.297, -1.358)  0.931
H (2.761, 0.107, -3.629)  0.057
H (6.087, 0.296, 2.614)  0.103
Cl (1.892, 1.588, 3.944)  0.568
C (-5.853, 0.151, -2.192)  -0.216
H (-4.146, 0.444, -3.444)  0.094
C (3.842, 1.512, 0.399)  -0.078
H (3.881, -0.736, -2.517)  0.061
H (-5.652, -0.744, 1.068)  0.095
N (-8.787, -0.245, -0.293)  0.134
H (3.429, 2.448, 0.041)  0.121
C (1.182, -0.008, 3.667)  -0.490
C (-3.947, -0.441, -0.172)  -0.753
C (-4.491, 0.187, -2.452)  -0.100
N (-7.551, 0.695, -4.051)  0.134
C (4.845, -0.903, 1.343)  -0.063
H (3.976, 1.049, -2.703)  0.061
O (1.059, -1.619, 1.951)  -0.285
C (-3.514, -0.091, -1.485)  -0.750
C (-6.795, 0.453, -3.217)  -0.204
H (5.219, -1.845, 1.725)  0.108
H (3.457, -1.824, -0.027)  0.116
C (3.322, 0.179, -2.698)  -0.200
S (-1.858, 0.032, -2.017)  0.325

Its net charge is -1. As for the total energy: -72671.522 eV. The value obtained for the HOMO energy is -3.752 eV. Its spin multiplicity is 1. For the energy above the lowest of the compared OMol25 structures with the same formula, charge and spin, the calculation gives 2.1686 eV. For the orbital gap, the calculation gives 5.5104 eV.

Density functional theory data (wB97M-V/def2-TZVPD) for a structure of composition C17H12BrClLiO2.

Last column: natural (NBO) charge in e.
Element x y z (Å)
C (3.100, 1.848, 1.856)  -0.064
Br (4.404, 2.297, 3.150)  0.130
H (-3.673, -1.623, -0.559)  0.225
H (-2.184, -2.142, -2.257)  0.240
H (0.603, -1.677, 0.267)  0.208
C (2.481, 0.623, -0.081)  -0.153
H (-0.784, -2.750, 0.538)  0.245
C (-0.222, -2.537, -1.531)  -0.095
C (1.816, 2.379, 1.984)  -0.194
H (-1.033, -0.981, -2.823)  0.269
H (-4.473, -0.094, 1.191)  0.235
H (0.795, -3.404, 0.147)  0.236
Li (3.035, -0.564, -2.275)  0.957
C (0.861, 2.015, 1.042)  -0.010
O (-0.927, 3.537, 1.338)  -0.453
O (0.564, 0.674, -2.154)  -0.564
C (-1.833, -0.588, -0.880)  0.016
H (4.450, 0.544, 0.789)  0.243
H (2.533, -0.096, -0.880)  0.081
H (-0.531, -3.527, -1.836)  0.235
C (-2.752, 1.148, 1.172)  -0.157
C (1.227, 1.163, 0.021)  -0.162
C (-1.080, 0.502, -0.441)  -0.093
C (-3.063, -0.785, -0.261)  -0.184
H (1.537, 3.050, 2.780)  0.261
C (-1.336, -1.539, -1.948)  -0.477
H (-3.091, 1.804, 1.955)  0.245
C (-0.579, 2.437, 1.042)  0.529
C (0.109, -2.588, -0.058)  -0.639
C (-3.512, 0.078, 0.729)  -0.166
Cl (1.364, -2.294, -2.447)  -0.180
C (-1.512, 1.350, 0.587)  -0.111
C (0.246, 0.775, -0.993)  0.565
C (3.460, 0.968, 0.835)  -0.220

Its net charge is +1. As for the total energy: -104683.208 eV. The value obtained for the HOMO energy is -12.402 eV. Its spin multiplicity is 1. For the energy above the lowest of the compared OMol25 structures with the same formula, charge and spin, the calculation gives 0.3091 eV. For the orbital gap, the calculation gives 8.4103 eV.